Computed, not measured: the molecule C5H8N2O at a distorted geometry, with wB97M-V/def2-TZVPD.

Computed properties:
HOMO level = -7.5 eV
Orbital gap = 6.98 eV
Lowest unoccupied orbital energy = -0.5653 eV
E_tot = -10338.448 eV
Structure (SMILES) = [H]/N=C(/C=C\N)C(C)=O

Each line ends with the Löwdin charge.
Atoms and positions in Å:
1 H 2.720 0.742 -0.195  0.05
2 N 1.994 1.112 -0.807  0.10
3 C 0.932 0.411 -0.851  -0.38
4 C -0.101 0.094 -1.687  -0.08
5 C -1.145 -0.529 -0.924  -0.14
6 N -1.152 -1.847 -0.627  0.15
7 C 0.425 -0.061 0.808  -0.40
8 C 0.078 1.137 1.662  -0.04
9 O 0.805 -1.113 1.272  0.02
10 H -0.190 0.422 -2.718  0.10
11 H -2.140 -0.082 -0.892  0.13
12 H -0.255 -2.320 -0.647  0.13
13 H -1.903 -2.229 -0.065  0.12
14 H 0.176 2.081 1.129  0.08
15 H 0.713 1.168 2.550  0.08
16 H -0.957 1.014 1.994  0.08

Computed, not measured: a cluster of 2 separate species, C5H8N2O in total at a distorted geometry, with wB97M-V/def2-TZVPD.

Computed properties:
HOMO level = -8.5 eV
Orbital gap = 9.16 eV
Lowest unoccupied orbital energy = 0.6848 eV
E_tot = -10340.725 eV
Structure (SMILES) = CC(=O)/C=C/N.C#N

Each line ends with the Löwdin charge.
Atoms and positions in Å:
1 C 0.730 -0.345 -2.221  -0.03
2 C -0.126 -0.656 -1.012  -0.52
3 O -0.962 -1.549 -1.011  0.04
4 C -0.151 0.430 0.024  -0.13
5 C -1.188 0.445 0.907  -0.20
6 N -1.375 1.342 1.899  0.08
7 H 0.636 -1.146 -2.955  0.08
8 H 1.774 -0.283 -1.908  0.07
9 H 0.443 0.612 -2.661  0.08
10 H 0.433 1.324 -0.143  0.11
11 H -1.840 -0.423 0.918  0.13
12 H -0.892 2.230 1.844  0.10
13 H -2.210 1.296 2.454  0.09
14 C 1.535 -0.988 1.248  -0.08
15 N 1.858 -1.720 0.410  0.11
16 H 1.333 -0.569 2.207  0.07

Computed, not measured: a structure of composition C5H8N2O, with wB97M-V/def2-TZVPD.

Computed properties:
HOMO level = -7.7 eV
Orbital gap = 7.35 eV
Lowest unoccupied orbital energy = -0.3219 eV
E_tot = -10338.158 eV

Each line ends with the Löwdin charge.
Atoms and positions in Å:
1 C -1.125 -0.830 -1.008  0.00
2 C 2.140 -0.483 -0.244  -0.08
3 C -0.805 1.539 0.540  -0.34
4 C -0.978 -0.439 0.427  -0.36
5 C 1.032 0.014 0.633  -0.25
6 N 0.386 1.146 0.283  0.11
7 N -1.531 2.489 0.890  0.13
8 O -1.421 -0.823 1.460  0.11
9 H -2.526 2.309 0.783  0.05
10 H 1.067 -0.263 1.685  0.13
11 H -0.851 -1.882 -1.107  0.10
12 H -2.178 -0.715 -1.279  0.10
13 H -0.510 -0.218 -1.656  0.09
14 H 1.950 -0.244 -1.292  0.07
15 H 2.248 -1.566 -0.143  0.08
16 H 3.104 -0.037 0.028  0.07